(1)
Density functional theory data (the ωB97M-V functional and the def2-TZVPD basis) for a molecular structure, C24H30N7OS2SbSe4Zr.

The geometry in ORCA input format:
```
! RIJCOSX wB97M-V def2-TZVPD def2/J DEFGRID3
* xyz 0 1
Zr -0.19064 -0.28739 -0.20409
N -1.74488 -2.83852 3.36062
C -1.48868 -2.36635 2.12050
S -2.17781 -0.83594 1.68406
N -0.77335 -3.15109 1.34904
N -0.44834 -2.59285 0.14268
C -0.21244 -3.41229 -0.81080
C 0.18135 -2.88753 -2.10942
C 0.53788 -3.73513 -3.14645
C 1.00587 -3.18809 -4.32888
C 1.10022 -1.81175 -4.43334
C 0.71181 -1.02963 -3.35836
N 0.24874 -1.54798 -2.22100
H -2.41028 -2.36100 3.93825
H -1.46462 -3.77787 3.58593
H -0.27036 -4.48251 -0.63787
H 0.47859 -4.80554 -3.00427
H 1.30901 -3.82734 -5.14722
H 1.48551 -1.33756 -5.32455
H 0.82457 0.04574 -3.37442
C -3.85561 -2.72174 -2.11988
C -3.97506 -2.19722 -3.39335
C -3.31329 -1.01881 -3.68921
C -2.53099 -0.41873 -2.71189
N -2.35446 -0.96465 -1.50191
C -3.03517 -2.07420 -1.21208
C -1.86929 0.88983 -2.92966
C -2.21920 1.71789 -3.99151
C -1.63082 2.96344 -4.09700
C -0.72689 3.35614 -3.12482
C -0.42846 2.47347 -2.10516
N -0.97042 1.25433 -2.01042
H -4.37553 -3.62188 -1.82447
H -4.58226 -2.68669 -4.14325
H -3.39699 -0.58108 -4.67216
H -2.91821 -2.44952 -0.20623
H -2.95820 1.40457 -4.71262
H -1.88656 3.62190 -4.91647
H -0.24709 4.32390 -3.15020
H 0.26894 2.74459 -1.32669
Se 5.97048 2.21895 -0.57062
Sb 5.50250 0.74229 1.23752
Se 2.39395 -1.22719 -0.16476
Se 2.03902 0.95203 -0.82857
Se 4.26835 1.92944 2.95546
C 1.13790 3.78511 1.96119
C -0.37811 3.89039 1.95105
S -1.11504 2.25469 2.01445
O -0.86138 1.70961 0.60829
C -2.85621 2.70243 1.96311
C -3.35654 3.19495 3.31292
H 1.58217 4.77102 1.82989
H 1.51424 3.13776 1.16797
H 1.50681 3.37976 2.90337
H -0.77063 4.35538 1.04256
H -0.75557 4.43168 2.82116
H -3.34992 1.77282 1.67580
H -2.98688 3.43095 1.16091
H -3.18714 2.44651 4.08719
H -4.42753 3.38646 3.25905
H -2.87137 4.12181 3.61641
C 1.45198 0.77214 5.28387
C 1.91178 -0.30719 4.30856
C 1.22030 -0.24628 3.03202
N 0.67971 -0.20016 2.02480
H 1.94278 0.61243 6.24269
H 0.37262 0.74651 5.43560
H 1.75046 1.75335 4.91495
H 1.74428 -1.30962 4.71185
H 2.97341 -0.17976 4.07583
*
```

Calculated values
Highest occupied orbital energy, eV: -5.551
LUMO level, eV: -1.16
Maximum force, eV/Å: 0.4
Calculated total energy, eV: -328731.344
ΔE to the lowest compared entry with this formula, charge and spin, kJ/mol: 72.4

---

(2)
Density functional theory data (the ωB97M-V functional and the def2-TZVPD basis) for a molecular structure, C4H13NO2 in a non-equilibrium geometry.

The geometry in ORCA input format:
```
! RIJCOSX wB97M-V def2-TZVPD def2/J DEFGRID3
* xyz 0 1
C -0.62258 1.47656 -0.26649
C -1.29707 -0.15584 -0.87563
C -1.89646 -0.96382 0.27422
O 0.43431 1.86665 -0.91799
O -0.36167 1.38433 1.11716
H 1.29544 0.91166 -0.80135
H -1.19487 1.36083 1.59970
H -1.53090 2.06292 -0.46213
H -0.78974 -0.82054 -1.58554
H -2.10145 0.22632 -1.51190
H -2.82790 -1.46984 0.01012
H -2.14972 -0.32333 1.12394
H -1.20909 -1.73327 0.63953
C 2.27182 -0.51917 0.78160
N 1.73367 -0.27997 -0.56288
H 0.72583 -0.64602 -0.64385
H 2.32637 -0.66304 -1.28969
H 2.33499 -1.58782 1.00317
H 3.26163 -0.07224 0.86916
H 1.59739 -0.05438 1.49885
*
```

Calculated values
Highest occupied orbital energy, eV: -8.129
LUMO level, eV: 0.77
Maximum force, eV/Å: 2.9
Calculated total energy, eV: -9941.869
ΔE to the lowest compared entry with this formula, charge and spin, kJ/mol: 224.5

---

(3)
Density functional theory data (the ωB97M-V functional and the def2-TZVPD basis) for 2 unconnected molecules or ions with the total composition C3H4Cl2Si in a non-equilibrium geometry.

The geometry in ORCA input format:
```
! RIJCOSX wB97M-V def2-TZVPD def2/J DEFGRID3
* xyz 0 1
C -1.11768 -1.77620 -0.42788
Si -2.33913 -0.60486 -0.42352
Cl -3.74843 -0.33442 0.88656
Cl -1.69832 1.24305 -1.12663
H -0.15153 -1.75100 -1.07483
H -0.97787 -2.71730 0.01499
C 2.90592 1.73464 0.89514
C 2.11864 1.31644 0.15464
H 3.66700 1.90408 1.59450
H 1.34140 0.98558 -0.49297
*
```

Calculated values
Highest occupied orbital energy, eV: -8.872
LUMO level, eV: -0.60
SMILES: C=[Si](Cl)Cl.C#C
Maximum force, eV/Å: 4.7
Calculated total energy, eV: -36096.420
ΔE to the lowest compared entry with this formula, charge and spin, kJ/mol: 260.5

---

(4)
Density functional theory data (the ωB97M-V functional and the def2-TZVPD basis) for a molecular structure, C21H27AuN3O2Si in a non-equilibrium geometry.

The geometry in ORCA input format:
```
! RIJCOSX wB97M-V def2-TZVPD def2/J DEFGRID3
* xyz 1 1
Au 0.43395 -0.48725 0.27985
N -0.86553 1.22195 1.20897
C 0.04431 2.02726 2.05010
C 0.96274 1.13816 2.87870
C 2.26562 0.76188 2.16791
O 3.32172 0.88486 2.72526
O 2.19305 0.34803 0.90178
H -1.34009 1.81447 0.53640
H -1.58374 0.77058 1.76682
H -0.51388 2.70799 2.69436
H 0.65114 2.63384 1.37707
H 0.43359 0.22375 3.17080
H 1.25328 1.63964 3.79904
C 2.19781 0.75307 -4.79795
C 0.95994 0.32635 -4.33366
C 0.88112 -0.42192 -3.17136
C 2.03716 -0.74980 -2.45368
C 3.27308 -0.29362 -2.92285
C 3.35282 0.44308 -4.09461
Si 2.02411 -1.80547 -0.93245
C 1.37675 -3.53432 -1.14543
C 0.26964 -3.83312 -1.94641
C -0.07354 -5.14790 -2.21668
C 0.68049 -6.18651 -1.68115
C 1.77166 -5.90796 -0.87137
C 2.11704 -4.58995 -0.60608
H 2.26042 1.33259 -5.70937
H 0.06073 0.57461 -4.88147
H -0.09232 -0.75682 -2.82778
H 4.17869 -0.51144 -2.36914
H 4.31494 0.78180 -4.45441
H 3.30775 -1.80930 -0.22649
H -0.31046 -3.03573 -2.39593
H -0.91352 -5.36635 -2.86412
H 0.42295 -7.21318 -1.90743
H 2.36433 -6.71472 -0.46036
H 2.98421 -4.38293 0.01092
N -1.26261 -1.76317 0.53933
C -1.50629 -2.83464 0.92652
N -1.83020 -3.97659 1.42813
C -2.37130 -5.06666 0.58940
C -1.74500 -6.38329 1.01748
C -1.93501 -6.61474 2.51379
C -1.33014 -5.46246 3.31094
C -1.94842 -4.13879 2.89336
H -2.15639 -4.83175 -0.45139
H -3.45613 -5.08932 0.72990
H -0.68035 -6.35991 0.77595
H -2.19415 -7.18903 0.43507
H -1.47910 -7.55819 2.81208
H -3.00358 -6.69383 2.73962
H -0.25065 -5.41981 3.14188
H -1.48727 -5.59976 4.38112
H -1.45738 -3.29146 3.36906
H -3.01206 -4.10981 3.14796
*
```

Calculated values
Highest occupied orbital energy, eV: -11.952
LUMO level, eV: -3.97
Maximum force, eV/Å: 1.1
Calculated total energy, eV: -42344.540
ΔE to the lowest compared entry with this formula, charge and spin, kJ/mol: 101.5

---

(5)
Density functional theory data (the ωB97M-V functional and the def2-TZVPD basis) for a molecular structure, C3H6N4O in a non-equilibrium geometry.

The geometry in ORCA input format:
```
! RIJCOSX wB97M-V def2-TZVPD def2/J DEFGRID3
* xyz 0 1
C 1.13541 -0.31225 0.01081
C 0.38421 0.90965 -0.13004
C -1.07540 -1.02000 0.01807
H 2.67515 -0.32291 -0.91878
H 2.74666 0.60294 0.45753
H 0.56657 1.91615 -0.40480
H -2.17083 1.72854 1.09698
H -2.53596 0.63915 -0.60288
H 0.46185 -2.42138 0.32073
N 2.49885 -0.32642 0.06155
N -0.92100 0.32753 0.16388
N -1.85567 1.22190 -0.05439
N 0.21033 -1.36261 0.07411
O -2.12018 -1.58029 -0.09276
*
```

Calculated values
Highest occupied orbital energy, eV: -7.687
LUMO level, eV: 0.67
Maximum force, eV/Å: 8.2
Calculated total energy, eV: -11212.480
ΔE to the lowest compared entry with this formula, charge and spin, kJ/mol: 414.5

---

(6)
Density functional theory data (the ωB97M-V functional and the def2-TZVPD basis) for C6H11NOS2 in the gas phase in a non-equilibrium geometry.

The geometry in ORCA input format:
```
! RIJCOSX wB97M-V def2-TZVPD def2/J DEFGRID3
* xyz 0 1
C -0.25763 1.17351 -1.26830
C -0.11554 -0.38164 0.68535
C -1.46938 0.36601 1.00873
C 0.86486 -0.29674 1.83380
C -2.80014 -0.53376 0.97378
C 1.92912 0.43211 -2.89576
N 0.41241 0.25585 -0.59657
O 2.94738 -0.46331 -0.48476
S -1.70619 1.61303 -0.32929
S 1.72952 -0.65770 -1.28239
H -0.34797 -1.44303 0.41477
H -1.35022 0.75011 1.96012
H 1.86558 -0.22799 1.48905
H 0.68231 -1.09352 2.55222
H 0.75673 0.67436 2.22083
H -2.91738 -0.92546 2.03094
H -2.79123 -1.36631 0.31645
H -3.54702 0.19956 0.67933
H 1.91128 1.36970 -2.40111
H 1.25155 0.42366 -3.74276
H 2.95198 0.13159 -3.16442
*
```

Calculated values
Highest occupied orbital energy, eV: -8.865
LUMO level, eV: 0.71
Maximum force, eV/Å: 4.0
Calculated total energy, eV: -31605.236
ΔE to the lowest compared entry with this formula, charge and spin, kJ/mol: 192.7

---

(7)
Density functional theory data (the ωB97M-V functional and the def2-TZVPD basis) for 4 unconnected molecules or ions with the total composition C3H13NO3 in a non-equilibrium geometry.

The geometry in ORCA input format:
```
! RIJCOSX wB97M-V def2-TZVPD def2/J DEFGRID3
* xyz 0 1
C -3.25146 -0.26345 1.27039
C -1.89987 -0.53411 0.59323
C -0.79289 -0.41892 1.31665
N 0.50710 -0.79833 0.83592
H -4.06572 -0.37777 0.59578
H -3.24837 -0.80212 2.19947
H -3.26530 0.81085 1.50897
H -1.94017 -0.52400 -0.51728
H -0.83790 0.23780 2.22358
H 1.13564 -1.11257 1.57124
H 0.36489 -1.62524 0.27738
O 1.66766 -1.53510 -2.42766
H 1.83819 -0.62415 -2.70110
H 1.06558 -2.02651 -2.98391
O 1.97080 1.71979 0.73485
H 1.20575 1.11731 0.71460
H 1.91146 2.24801 1.53456
O 2.57104 1.13053 -2.50908
H 3.04753 1.97723 -2.50867
H 2.01601 1.40076 -1.72894
*
```

Calculated values
Highest occupied orbital energy, eV: -8.323
LUMO level, eV: 0.77
SMILES: C/C=C/N.O.O.O
Maximum force, eV/Å: 2.6
Calculated total energy, eV: -10953.229
ΔE to the lowest compared entry with this formula, charge and spin, kJ/mol: 148.9

---

(8)
Density functional theory data (the ωB97M-V functional and the def2-TZVPD basis) for a molecular structure, C7H22NO14P2S2 in a non-equilibrium geometry.

The geometry in ORCA input format:
```
! RIJCOSX wB97M-V def2-TZVPD def2/J DEFGRID3
* xyz -1 1
O -0.32836 2.88616 -2.44000
S -1.22512 1.80826 -2.79563
O -2.15586 1.57170 -1.70792
N -0.39194 0.51550 -3.17671
S -1.07601 -0.43369 -4.25404
O -1.97539 0.25415 -5.16497
O -1.69181 -1.61032 -3.68655
C 0.29462 -1.01743 -5.30173
O 0.32064 -0.37862 -6.53452
O 0.72086 0.97452 -6.32059
H -1.96696 2.27279 -3.81968
H 1.24463 -0.96961 -4.77059
H 0.06419 -2.05867 -5.51401
H -0.08105 1.46529 -6.54794
C 3.58782 1.75336 2.31265
O 2.46776 2.06372 1.49518
P 1.41656 3.20331 1.95949
O 2.08531 4.48449 1.69931
O 1.44011 2.84543 3.56257
C 1.12716 1.52799 3.99944
O -0.17719 3.54828 1.96397
C -1.06766 2.71763 1.15931
H 4.40968 1.52459 1.63719
H 3.86482 2.58468 2.95768
H 3.38475 0.86472 2.91053
H 1.89094 1.20180 4.70629
H 1.08676 0.81533 3.17099
H 0.16146 1.53599 4.50953
H -1.02471 1.68247 1.50711
H -0.79547 2.76045 0.10855
H -2.07964 3.09139 1.27896
C -0.68536 -0.79135 -0.34485
O -0.28710 -1.16184 1.00301
P 0.25893 -2.63541 1.31952
O 1.65540 -2.67309 0.86715
O -0.71211 -3.44834 0.29628
C -2.12760 -3.30860 0.35964
O 0.17785 -3.82555 2.47254
C -0.37767 -3.49913 3.75877
H -0.40813 0.24660 -0.47779
H -0.20312 -1.40212 -1.10004
H -1.76519 -0.85899 -0.43912
H -2.50350 -3.12959 -0.64665
H -2.43195 -2.47801 1.00164
H -2.56556 -4.23467 0.73910
H -1.41684 -3.17263 3.66615
H 0.20784 -2.71712 4.24808
H -0.34681 -4.39580 4.37272
*
```

Calculated values
Highest occupied orbital energy, eV: -6.339
LUMO level, eV: 2.05
Maximum force, eV/Å: 5.5
Calculated total energy, eV: -78017.847